(1)
{"formula": "C54H62N11O7W", "method": "the ωB97M-V functional and the def2-TZVPD basis", "total_charge": 3, "symbols": ["W", "C", "C", "N", "C", "C", "N", "C", "O", "O", "C", "O", "O", "H", "H", "H", "H", "H", "N", "N", "C", "N", "N", "N", "O", "O", "H", "H", "H", "H", "H", "C", "C", "C", "C", "C", "C", "C", "C", "C", "C", "C", "C", "N", "C", "C", "N", "C", "C", "C", "C", "C", "C", "C", "C", "C", "C", "C", "C", "C", "C", "C", "C", "C", "C", "C", "C", "C", "C", "H", "H", "H", "H", "H", "H", "H", "H", "H", "H", "H", "H", "H", "H", "H", "H", "H", "H", "H", "H", "H", "H", "H", "H", "H", "H", "H", "H", "H", "H", "H", "H", "H", "H", "H", "H", "H", "H", "H", "H", "C", "N", "N", "C", "O", "C", "C", "C", "C", "C", "C", "C", "C", "C", "H", "H", "H", "H", "H", "H", "H", "H", "H", "H", "H", "H"], "xyz": [[0.49, -0.13, -0.64], [5.08, -1.65, 0.14], [4.60, -0.46, -0.60], [3.36, 0.00, -0.65], [3.44, 1.20, -1.33], [4.73, 1.45, -1.70], [5.44, 0.38, -1.24], [5.45, 2.55, -2.44], [4.74, 3.57, -2.84], [6.63, 2.42, -2.62], [2.27, 2.08, -1.31], [2.17, 3.12, -1.89], [1.33, 1.56, -0.48], [4.33, -1.97, 0.86], [6.00, -1.41, 0.66], [5.30, -2.48, -0.54], [6.44, 0.31, -1.34], [3.80, 3.54, -2.60], [-3.14, -0.94, 0.46], [-3.29, -1.49, -0.81], [-2.28, -1.44, -1.69], [-2.52, -1.84, -2.94], [-1.08, -1.04, -1.31], [-0.20, -0.01, -2.80], [1.09, -0.21, -2.45], [-0.53, 1.12, -2.40], [-3.46, -1.61, 1.16], [-3.69, -0.09, 0.55], [-4.19, -1.83, -1.11], [-3.46, -2.01, -3.27], [-1.79, -1.73, -3.63], [1.88, 4.46, 0.77], [0.48, 4.07, 1.30], [0.05, 5.07, 2.38], [-0.58, 4.01, 0.20], [-0.79, 5.16, -0.54], [-1.74, 5.23, -1.55], [-2.50, 4.11, -1.86], [-2.32, 2.93, -1.18], [-3.24, 1.74, -1.38], [-3.72, 1.58, -2.83], [-4.44, 1.84, -0.43], [-1.35, 2.86, -0.16], [-1.06, 1.60, 0.41], [-1.14, 1.46, 1.68], [-0.39, 0.35, 2.32], [0.44, -0.34, 1.60], [1.21, -1.35, 2.30], [0.76, -2.68, 2.30], [1.52, -3.63, 2.97], [2.70, -3.27, 3.61], [3.09, -1.94, 3.65], [2.34, -0.94, 3.04], [2.68, 0.52, 3.28], [2.91, 0.79, 4.77], [3.91, 0.98, 2.48], [-0.60, -3.08, 1.74], [-1.56, -3.33, 2.91], [-0.57, -4.31, 0.82], [-0.74, 0.32, 3.72], [-0.41, -0.46, 4.81], [-1.00, -0.16, 6.05], [-1.91, 0.86, 6.21], [-2.30, 1.66, 5.11], [-3.24, 2.72, 5.11], [-3.52, 3.40, 3.94], [-2.88, 3.10, 2.72], [-1.95, 2.10, 2.70], [-1.68, 1.38, 3.89], [2.37, 5.13, 1.48], [1.83, 4.96, -0.19], [2.52, 3.59, 0.65], [0.58, 3.09, 1.77], [0.10, 6.09, 1.98], [0.72, 5.01, 3.24], [-0.96, 4.89, 2.72], [-0.21, 6.04, -0.32], [-1.90, 6.16, -2.07], [-3.25, 4.19, -2.64], [-2.66, 0.85, -1.11], [-4.39, 2.39, -3.11], [-4.29, 0.65, -2.93], [-2.88, 1.56, -3.51], [-4.98, 2.76, -0.62], [-4.12, 1.84, 0.62], [-5.13, 1.01, -0.59], [1.19, -4.66, 3.02], [3.29, -4.02, 4.12], [3.98, -1.67, 4.20], [1.84, 1.14, 2.96], [3.85, 0.35, 5.12], [2.10, 0.38, 5.38], [2.97, 1.86, 4.95], [4.76, 0.32, 2.65], [4.19, 1.99, 2.79], [3.68, 1.00, 1.42], [-0.99, -2.25, 1.15], [-1.17, -4.13, 3.55], [-2.54, -3.65, 2.56], [-1.69, -2.43, 3.52], [0.04, -5.11, 1.23], [-0.18, -4.04, -0.16], [-1.58, -4.69, 0.69], [0.28, -1.29, 4.73], [-0.72, -0.76, 6.91], [-2.33, 1.06, 7.19], [-3.74, 3.00, 6.03], [-4.25, 4.20, 3.96], [-3.13, 3.67, 1.84], [3.35, -5.50, -3.18], [2.97, -4.67, -2.04], [2.22, -3.53, -2.18], [2.01, -3.02, -0.92], [1.32, -1.95, -0.60], [2.64, -3.88, -0.02], [3.23, -4.89, -0.75], [4.03, -6.05, -0.28], [1.75, -3.19, -3.49], [2.49, -2.32, -4.29], [2.07, -2.06, -5.58], [0.95, -2.71, -6.09], [0.24, -3.61, -5.30], [0.63, -3.84, -3.99], [3.38, -4.91, -4.09], [2.65, -6.32, -3.31], [4.34, -5.91, -3.00], [2.64, -3.78, 1.05], [4.11, -6.01, 0.81], [5.04, -6.02, -0.70], [3.58, -7.00, -0.57], [3.38, -1.86, -3.89], [2.62, -1.37, -6.20], [0.65, -2.55, -7.11], [-0.61, -4.14, -5.71], [0.09, -4.55, -3.37]], "mulliken_charge": [0.980, -1.204, -0.414, 0.949, -0.567, 0.247, 0.031, 0.557, -0.509, -0.552, -0.356, -0.846, 1.723, -0.153, 0.583, 0.328, 0.334, 0.427, -0.260, -0.276, -0.515, -0.304, 1.383, -0.071, -0.254, -0.320, 0.444, 0.193, 0.230, 0.307, 0.095, -1.176, 1.881, -1.760, 1.127, -0.316, -1.596, -0.376, -0.070, 2.677, -1.883, -1.896, -0.465, 1.274, -0.304, 0.512, 0.294, -1.450, 0.964, -0.297, -1.588, -0.196, 0.916, 1.451, -1.840, -1.365, 2.025, -1.601, -1.586, 0.814, -0.347, -1.242, -1.072, 1.226, -1.035, -1.168, 0.137, 0.599, -1.251, 0.556, 0.258, -0.066, -0.966, 0.435, 0.513, 0.300, 0.508, 0.465, 0.366, -1.835, 0.487, 0.393, 0.335, 0.324, 0.539, 0.460, 0.614, 0.491, 0.527, -0.958, 0.443, 0.361, 0.476, 0.280, 0.515, 0.022, -1.799, 0.386, 0.533, 0.336, 0.186, 0.163, 0.585, 0.836, 0.529, 0.496, 0.496, 0.486, 0.697, -0.863, -0.203, 1.324, -0.820, 0.884, 0.440, 0.243, -1.983, -0.728, -0.002, -0.926, -0.606, -0.936, 0.113, 0.386, 0.303, 0.387, 0.070, 0.431, 0.439, 0.396, 0.584, 0.518, 0.477, 0.500, 0.575]}

(2)
{"formula": "C17H26F6NOPZn", "method": "the ωB97M-V functional and the def2-TZVPD basis", "symbols": ["C", "C", "C", "C", "C", "C", "C", "C", "N", "Zn", "C", "P", "H", "H", "H", "H", "H", "H", "H", "H", "C", "C", "H", "C", "C", "H", "H", "H", "H", "H", "H", "H", "H", "H", "H", "H", "H", "H", "H", "C", "C", "O", "C", "F", "F", "F", "C", "F", "F", "F", "H", "H", "H"], "xyz": [[-2.49, 0.61, -3.52], [-2.29, -0.62, -2.91], [-1.52, -0.72, -1.73], [-1.00, 0.44, -1.17], [-1.17, 1.67, -1.78], [-1.94, 1.77, -2.96], [-1.35, -2.08, -1.10], [0.08, -2.61, -0.90], [1.13, -1.59, -0.75], [-0.01, 0.26, 0.57], [-0.55, 2.92, -1.21], [1.09, 2.57, -0.47], [-2.74, -1.53, -3.32], [-2.08, 2.75, -3.41], [-3.08, 0.68, -4.43], [-1.15, 3.37, -0.41], [-0.41, 3.69, -1.99], [-1.83, -2.09, -0.11], [-1.86, -2.82, -1.73], [0.09, -3.21, 0.01], [1.83, 3.93, 0.45], [2.08, 2.38, -2.01], [0.35, -3.25, -1.75], [1.69, -1.17, -2.03], [2.20, -2.05, 0.15], [0.45, 2.00, 0.82], [2.15, -2.02, -2.55], [0.91, -0.75, -2.66], [2.46, -0.41, -1.87], [2.77, -2.88, -0.30], [2.89, -1.23, 0.36], [1.76, -2.39, 1.09], [2.17, 3.36, -2.52], [3.09, 2.00, -1.79], [1.60, 1.69, -2.71], [1.95, 4.83, -0.17], [1.18, 4.18, 1.30], [2.81, 3.62, 0.84], [1.51, 1.23, 0.03], [-2.17, -1.89, 3.27], [-0.86, -1.17, 3.02], [-0.52, -1.15, 1.70], [-0.96, 0.29, 3.64], [-1.38, 0.27, 4.94], [0.21, 0.98, 3.59], [-1.88, 1.02, 2.93], [0.30, -1.97, 3.75], [0.07, -2.16, 5.08], [0.40, -3.21, 3.17], [1.51, -1.37, 3.61], [-2.98, -1.32, 2.80], [-2.35, -1.98, 4.34], [-2.12, -2.88, 2.80]], "mulliken_charge": [-0.889, -0.786, 1.797, -0.298, 1.700, -0.743, -0.838, -0.956, 0.459, -1.051, -1.388, 1.645, 0.376, 0.380, 0.359, 0.520, 0.457, 0.169, 0.436, 0.385, -1.241, -1.488, 0.544, -1.263, -1.112, -0.537, 0.419, 0.385, 0.224, 0.311, 0.286, 0.275, 0.458, 0.343, 0.337, 0.373, 0.417, 0.408, -0.340, -1.960, 1.208, -0.596, 0.360, -0.279, -0.207, -0.247, 0.674, -0.279, -0.257, -0.229, 0.409, 0.441, 0.426]}

(3)
{"formula": "C26H21N3", "method": "the ωB97M-V functional and the def2-TZVPD basis", "smiles": "Cn1cc([C@H](c2ccccc2)[C@@](C)(C#N)c2ccc(C#N)cc2)c2ccccc21", "symbols": ["C", "C", "C", "N", "C", "C", "C", "C", "C", "N", "C", "C", "H", "H", "H", "H", "H", "H", "H", "C", "N", "C", "C", "C", "C", "C", "C", "C", "C", "C", "C", "C", "C", "C", "C", "C", "H", "H", "H", "H", "H", "H", "H", "H", "H", "H", "H", "H", "H", "H"], "xyz": [[-0.98, -1.19, -2.63], [-0.53, 0.19, -1.98], [-1.20, 1.26, -2.74], [-1.89, 2.16, -3.04], [1.03, 0.39, -2.17], [1.92, -0.71, -2.25], [3.22, -0.54, -2.72], [3.71, 0.75, -2.98], [5.06, 0.87, -3.48], [6.18, 0.90, -3.82], [2.91, 1.85, -2.75], [1.58, 1.67, -2.33], [-0.28, -1.94, -2.26], [-1.98, -1.49, -2.28], [-1.07, -1.30, -3.73], [1.61, -1.70, -1.87], [3.84, -1.41, -2.94], [3.28, 2.85, -3.00], [1.00, 2.54, -2.02], [2.73, 2.12, 2.18], [1.63, 1.22, 1.85], [1.06, 1.11, 0.61], [-0.10, 0.35, 0.68], [-1.08, 0.34, -0.44], [-2.27, -0.59, -0.15], [-2.01, -1.88, 0.33], [-3.04, -2.82, 0.48], [-4.35, -2.43, 0.17], [-4.64, -1.13, -0.28], [-3.60, -0.21, -0.45], [-0.26, -0.06, 2.11], [-1.22, -0.66, 2.95], [-1.06, -0.70, 4.33], [0.07, -0.14, 4.93], [1.07, 0.46, 4.16], [0.86, 0.51, 2.78], [3.09, 1.86, 3.18], [3.59, 2.03, 1.47], [2.40, 3.19, 2.19], [1.40, 1.73, -0.22], [-1.46, 1.39, -0.55], [-0.97, -2.14, 0.61], [-2.78, -3.82, 0.86], [-5.14, -3.17, 0.28], [-5.69, -0.87, -0.49], [-3.87, 0.80, -0.78], [-2.13, -1.09, 2.57], [-1.81, -1.19, 4.97], [0.17, -0.19, 6.01], [1.99, 0.84, 4.62]], "mulliken_charge": [-1.346, 2.036, -0.335, -0.731, -0.423, -0.384, -1.024, 0.735, -0.127, -0.521, -1.194, 0.410, 0.287, 0.433, 0.324, 0.319, 0.424, 0.460, 0.525, -0.932, 0.136, -1.673, 0.404, 1.496, -0.234, -0.325, -0.846, -0.445, -0.739, -0.358, 0.993, 0.090, -1.127, -0.497, -1.164, -0.006, 0.319, 0.313, 0.295, 0.652, 0.505, 0.426, 0.403, 0.388, 0.386, 0.370, 0.344, 0.377, 0.383, 0.198]}

Across the entries above, HOMO-LUMO gap takes the values 5.75; 8.22; 7.77 eV, respectively.
Across the entries above, total energy takes the values -89529.5730; -95598.0491; -31771.3471 eV, respectively.
Across the entries above, relative energy (zero: lowest compared OMol25 entry of this formula, charge and spin) takes the values 2.374; 0.000; 0.719 eV, respectively.